[1]
ORCA calculation (wB97M-V/def2-TZVPD) on a structure of composition C31H52BN2OP2S5Ti.

The geometry in ORCA input format:
```
! wB97M-V def2-TZVPD RIJCOSX def2/J DEFGRID3
* xyz -1 1
H -4.239 4.000 -1.541
C -0.811 -2.499 -2.593
H 2.662 -1.723 5.383
C 1.246 1.423 5.014
H -1.477 1.427 5.022
H 3.655 0.244 4.156
H 1.606 -2.885 4.558
P 0.944 -0.452 2.895
C -4.312 3.281 -0.724
N -2.313 -0.460 0.039
S 1.873 -0.376 -0.952
H 4.645 -1.073 3.504
H 1.944 -3.333 -2.015
H 2.479 -4.325 -0.635
H -3.712 3.013 1.941
H -4.982 3.713 0.028
H -1.903 4.568 -2.705
H -4.787 2.373 -1.100
S 0.374 -3.381 -0.219
C -3.146 -1.434 0.558
S 2.478 2.260 1.822
C -0.834 1.400 -3.562
H -3.023 4.989 0.815
H -1.756 0.266 3.715
C -3.193 2.319 1.270
H -2.509 -3.629 3.096
H 0.891 -1.079 6.082
H 0.708 2.044 5.738
C -2.317 4.399 0.219
H -4.932 -1.375 -0.641
H -3.815 -3.203 -3.996
C 2.550 -1.407 3.222
H -1.766 -1.882 -4.404
H -6.001 -3.222 0.630
H 0.072 -1.884 -2.740
H -4.806 -4.337 2.464
Ti 0.697 1.027 0.516
H -1.226 0.381 -3.536
C -0.251 -1.864 2.731
H 1.255 -4.985 -1.767
H -3.766 0.505 -1.113
C -1.852 -2.488 -3.510
C -3.116 -3.994 -2.126
H -0.739 -2.114 3.675
N -1.233 -1.460 1.756
C 2.523 -2.298 4.469
H -3.814 1.427 1.155
C 0.295 0.339 4.497
C 1.639 -4.086 -1.287
C -1.198 3.800 -3.029
B -1.049 -0.421 0.762
H -0.718 -1.394 5.423
H -0.264 3.927 -2.476
C 3.751 -0.463 3.332
H -0.890 1.781 3.387
C -2.684 0.351 -1.091
C -3.003 -3.232 -3.279
H -1.387 4.317 0.779
H 3.893 0.109 2.418
H 0.165 1.390 -3.124
H 0.271 -2.766 2.407
O -0.025 -4.477 0.717
P -1.747 1.937 -1.019
H -0.444 -0.011 6.466
C -4.332 -3.515 1.941
C 2.794 -2.321 2.009
H 3.828 -2.679 2.063
C -3.049 -3.116 2.310
H 2.100 0.980 5.533
S 0.583 3.103 1.562
C -2.074 -4.031 -1.209
H -2.107 4.958 -0.692
C -1.043 0.989 4.117
H -4.020 -4.556 -1.924
C -0.927 -3.293 -1.459
H 2.144 -3.199 2.017
H 2.676 -1.788 1.066
C -5.008 -2.885 0.902
H -2.974 2.452 -4.621
H -0.766 1.697 -4.614
H -2.422 -0.150 -2.026
S 1.939 1.670 -1.453
H -0.988 3.972 -4.090
C -3.132 2.299 -3.548
C -4.420 -1.839 0.193
C -1.769 2.391 -2.851
H -3.844 3.049 -3.214
H -2.137 -4.608 -0.295
C -2.466 -2.066 1.619
C 0.003 -0.613 5.667
H -3.589 1.313 -3.431
H 1.625 2.057 4.214
C -2.951 3.032 -0.066
H -2.261 2.022 1.748
H 3.359 -3.003 4.404
*
```

largest force on an atom = 0.9 eV/A
energy relative to the best compared isomer or geometry (same formula, charge and spin) = 0.0 kcal/mol
HOMO level = -3.61 eV
Kohn-Sham gap = 0.2237 Ha

Atom charges from the Mulliken analysis, given in e for atoms 1 to 8: number 1, H, carries 0.355; number 2, C, carries -0.389; number 3, H, carries 0.358; number 4, C, carries -1.770; number 5, H, carries 0.820; number 6, H, carries 0.265; number 7, H, carries 0.223; number 8, P, carries 1.329

[2]
ORCA calculation (wB97M-V/def2-TZVPD) on an isolated molecule of C2H5NO2.

The geometry in ORCA input format:
```
! wB97M-V def2-TZVPD RIJCOSX def2/J DEFGRID3
* xyz 0 1
C -0.537 1.053 0.042
H -1.289 -1.467 -0.743
H -0.976 0.999 1.128
H 0.399 1.910 0.148
H 1.490 -1.902 0.532
O 2.096 0.060 -0.155
C 1.202 -0.756 0.147
N 0.002 -0.264 -0.431
O -1.144 -0.988 0.057
H -1.242 1.355 -0.725
*
```

largest force on an atom = 5.1 eV/A
energy relative to the best compared isomer or geometry (same formula, charge and spin) = 99.6 kcal/mol
HOMO level = -10.07 eV
SMILES = CN(O)C=O
Kohn-Sham gap = 0.3975 Ha

Atom charges from the Mulliken analysis, given in e for atoms 1 to 8: number 1, C, carries -0.664; number 2, H, carries 0.359; number 3, H, carries 0.278; number 4, H, carries 0.260; number 5, H, carries 0.287; number 6, O, carries -0.507; number 7, C, carries 0.202; number 8, N, carries -0.048

[3]
ORCA calculation (wB97M-V/def2-TZVPD) on an isolated molecule of C4H6N2.

The geometry in ORCA input format:
```
! wB97M-V def2-TZVPD RIJCOSX def2/J DEFGRID3
* xyz 0 1
C -0.246 0.559 -1.104
N 0.372 -0.040 2.021
H 1.855 1.023 -1.501
H -0.942 -1.503 2.520
C -0.371 -1.055 1.805
C 0.696 1.286 -1.914
H 0.343 0.257 2.929
C -0.807 -1.299 0.427
H -1.484 -2.120 0.112
H 0.557 2.366 -1.859
N -0.461 -0.399 -0.480
H 0.487 0.924 -2.954
*
```

largest force on an atom = 4.2 eV/A
energy relative to the best compared isomer or geometry (same formula, charge and spin) = 85.4 kcal/mol
HOMO level = -7.21 eV
Kohn-Sham gap = 0.2861 Ha

Atom charges from the Mulliken analysis, given in e for atoms 1 to 8: number 1, C, carries 0.204; number 2, N, carries -0.640; number 3, H, carries 0.213; number 4, H, carries 0.385; number 5, C, carries -0.074; number 6, C, carries -0.770; number 7, H, carries 0.201; number 8, C, carries -0.407

[4]
ORCA calculation (wB97M-V/def2-TZVPD) on a cluster of 2 separate species, C10H29BN3O in total.

The geometry in ORCA input format:
```
! wB97M-V def2-TZVPD RIJCOSX def2/J DEFGRID3
* xyz -1 1
H 1.974 1.595 0.906
C 6.334 -1.432 -1.093
C -1.460 2.192 1.106
H -2.182 -1.852 1.001
H -4.678 -0.491 -1.099
H -3.181 0.977 2.970
H 0.390 3.276 1.369
H 4.936 -1.535 0.523
H 0.624 0.500 1.412
H 6.963 -2.217 -0.671
C 3.870 -0.317 -2.343
C -3.851 -0.556 -0.361
H 2.290 -1.781 -2.487
H 3.219 0.552 -2.446
H -1.440 0.824 -0.296
H -2.108 3.031 0.782
H -3.540 1.712 -0.746
C 3.210 -1.513 -3.009
H 2.969 -1.282 -4.047
N -1.929 0.900 0.591
H -1.448 2.212 2.214
H 0.021 2.991 -0.323
H 4.813 -0.063 -2.840
H 6.371 -1.524 -2.181
H -4.267 2.617 1.488
O 4.073 -0.484 -0.953
H 3.861 -2.389 -3.001
C -4.411 1.520 1.392
H 6.758 -0.461 -0.831
H -3.188 -1.742 2.512
C 4.913 -1.553 -0.567
H 0.957 0.806 -0.286
H -4.581 0.078 2.883
C -3.146 -2.079 1.464
H -2.981 -0.978 -0.912
C 0.938 1.278 0.711
H 4.469 -2.512 -0.856
C 0.002 2.513 0.670
H -5.466 1.384 1.090
H -5.052 -1.328 1.169
N -4.165 0.984 2.765
N -4.245 -1.595 0.631
B -3.435 0.935 0.208
H -3.203 -3.192 1.491
*
```

largest force on an atom = 1.4 eV/A
HOMO level = -3.14 eV
Kohn-Sham gap = 0.2103 Ha

Atom charges from the Mulliken analysis, given in e for atoms 1 to 8: number 1, H, carries 0.336; number 2, C, carries -1.027; number 3, C, carries -0.562; number 4, H, carries 0.212; number 5, H, carries 0.118; number 6, H, carries 0.279; number 7, H, carries 0.418; number 8, H, carries 0.321

[5]
ORCA calculation (wB97M-V/def2-TZVPD) on an isolated molecule of C4H4N2O2.

The geometry in ORCA input format:
```
! wB97M-V def2-TZVPD RIJCOSX def2/J DEFGRID3
* xyz 0 1
C -1.843 0.399 0.258
O 1.993 -1.071 0.149
H -2.964 0.834 0.468
C -0.828 1.352 -0.073
O 1.442 1.573 -0.085
C -1.655 -0.985 -0.185
C 0.471 0.959 -0.046
H 1.908 -2.005 0.440
H -2.643 -1.548 0.109
H -1.168 2.533 0.128
N 0.518 -0.532 -0.034
N -0.444 -1.495 -0.162
*
```

largest force on an atom = 8.4 eV/A
energy relative to the best compared isomer or geometry (same formula, charge and spin) = 135.8 kcal/mol
HOMO level = -9.30 eV
SMILES = O=c1cccnn1O
Kohn-Sham gap = 0.3196 Ha

Atom charges from the Mulliken analysis, given in e for atoms 1 to 8: number 1, C, carries -0.160; number 2, O, carries -0.473; number 3, H, carries 0.236; number 4, C, carries -0.405; number 5, O, carries -0.472; number 6, C, carries -0.059; number 7, C, carries 0.474; number 8, H, carries 0.363